135
Properties=species:S:1:pos:R:3 method="wB97M-V/def2-TZVPD" multiplicity=1 molar_mass_g_mol=1204.84 total_energy_ha=-5104.2149 orbital_gap_ev=9.98 lumo_ev=-0.54
C -2.556 2.491 0.028
C -2.578 1.233 -0.789
O -1.721 0.866 -1.637
O -3.705 0.479 -0.520
C -3.560 -0.944 -0.650
C -4.390 -1.625 0.435
C -3.652 -1.934 1.731
O -2.973 -0.796 2.306
S -1.409 -0.914 2.254
O -0.850 -0.305 1.085
O -0.893 -0.513 3.543
O -1.351 -2.492 2.095
C -2.585 -3.055 1.640
F -2.392 -3.494 0.305
H -1.940 2.289 0.912
H -3.546 2.737 0.361
H -2.135 3.318 -0.538
H -2.507 -1.217 -0.644
H -3.960 -1.253 -1.621
H -4.701 -2.588 0.061
H -5.242 -0.998 0.697
H -4.407 -2.258 2.456
H -2.817 -3.938 2.246
C -4.865 5.869 2.334
N -4.050 5.149 1.322
O -4.602 4.712 0.333
O -2.867 5.033 1.562
H -5.893 5.905 1.996
H -4.768 5.327 3.270
H -4.444 6.865 2.425
C 2.275 -0.008 1.339
N 3.407 -0.556 2.132
O 3.228 -0.778 3.310
O 4.455 -0.737 1.552
H 1.415 0.100 1.991
H 2.594 0.954 0.950
H 2.069 -0.700 0.529
C 6.683 -1.108 -0.607
N 7.293 -1.175 -1.964
O 6.597 -1.016 -2.945
O 8.478 -1.410 -2.014
H 5.627 -0.902 -0.705
H 6.853 -2.068 -0.139
H 7.191 -0.320 -0.059
C 8.200 -5.310 -1.392
N 7.175 -4.876 -0.406
O 7.335 -5.182 0.753
O 6.249 -4.225 -0.839
H 8.961 -5.870 -0.863
H 7.693 -5.917 -2.135
H 8.604 -4.410 -1.848
C 4.158 -1.648 -5.107
N 2.750 -1.822 -5.554
O 2.190 -0.877 -6.064
O 2.252 -2.910 -5.381
H 4.467 -0.634 -5.329
H 4.191 -1.846 -4.041
H 4.758 -2.375 -5.644
C 0.866 0.841 -8.533
N 1.474 0.785 -9.889
O 0.755 0.891 -10.852
O 2.679 0.629 -9.950
H -0.197 0.985 -8.645
H 1.090 -0.093 -8.032
H 1.338 1.671 -8.014
C -7.049 -5.458 -0.965
N -6.705 -4.460 0.082
O -7.518 -3.617 0.367
O -5.603 -4.550 0.591
H -8.049 -5.242 -1.318
H -6.312 -5.360 -1.756
H -6.984 -6.439 -0.507
C 5.316 0.381 -11.501
N 6.216 -0.392 -12.400
O 5.716 -1.037 -13.293
O 7.405 -0.327 -12.176
H 4.293 0.231 -11.815
H 5.475 0.016 -10.492
H 5.610 1.423 -11.577
C 0.960 1.549 5.234
N 0.904 3.015 4.977
O 0.244 3.404 4.033
O 1.516 3.733 5.733
H 0.357 1.055 4.483
H 1.999 1.244 5.185
H 0.573 1.385 6.235
C 4.967 -1.058 6.282
N 3.965 -0.643 7.295
O 4.010 -1.139 8.391
O 3.139 0.182 6.945
H 5.614 -1.798 6.733
H 4.419 -1.470 5.441
H 5.518 -0.171 5.984
C -2.349 3.932 6.298
N -3.772 4.046 5.883
O -4.199 5.141 5.585
O -4.422 3.026 5.867
H -1.897 4.915 6.254
H -2.338 3.532 7.307
H -1.870 3.249 5.603
C -5.973 10.538 2.565
N -6.315 9.322 1.778
O -5.508 8.920 0.970
O -7.386 8.808 2.003
H -4.993 10.877 2.255
H -6.739 11.279 2.361
H -5.990 10.256 3.613
C -3.457 -0.163 -5.675
N -2.951 -0.176 -7.072
O -3.747 -0.095 -7.978
O -1.750 -0.272 -7.211
H -4.537 -0.081 -5.703
H -3.132 -1.088 -5.211
H -2.994 0.679 -5.173
C 0.661 -2.216 5.683
N 1.465 -3.114 6.553
O 2.605 -3.359 6.221
O 0.925 -3.543 7.543
H 1.280 -1.900 4.851
H -0.204 -2.778 5.347
H 0.350 -1.374 6.291
C 5.898 -5.239 3.687
N 6.504 -5.131 5.039
O 6.327 -6.035 5.820
O 7.154 -4.133 5.264
H 5.357 -6.175 3.631
H 5.237 -4.387 3.556
H 6.704 -5.205 2.966
C -7.183 2.159 -0.742
N -7.645 0.974 -1.517
O -6.879 0.485 -2.320
O -8.761 0.573 -1.291
H -6.170 2.393 -1.048
H -7.865 2.975 -0.957
H -7.227 1.895 0.310